Entry 1:
ORCA calculation (ωB97M-V with the def2-TZVPD basis set) on 2 unconnected molecules or ions with the total composition C17H30ClFN4OP at a distorted geometry.

Last column: Löwdin charge in e.
Cartesian coordinates (Å):
C 3.877157 -4.331696 0.864421  -0.160
C 2.574755 -3.740633 0.155877  -0.246
C 2.884516 -2.589451 -0.897860  -0.539
Cl 4.706291 -2.294794 -1.054138  0.609
C 2.215288 -1.189942 -0.594060  -0.331
N 2.015064 -0.883663 0.844211  0.102
C 1.501563 0.479499 0.988675  -0.261
N 2.039103 1.202543 1.975835  0.229
N 0.467118 1.055912 0.223157  0.094
C 0.360060 0.526695 -1.156604  -0.356
P 1.516748 1.605137 -2.262251  0.790
N 2.270896 2.724398 -1.398704  -0.312
C 0.827076 -0.958858 -1.342636  -0.260
C -0.203825 -2.082272 -0.898896  -0.140
C -1.692900 -1.608098 -0.647429  -0.178
C -1.958209 -1.158553 0.872635  -0.157
C -2.226288 -2.434754 1.795299  -0.231
O -0.957196 -3.000444 2.233945  -0.111
H 4.405961 -3.555216 1.498239  0.074
H 3.490305 -5.103036 1.603922  0.082
H 4.581444 -4.829567 0.144409  0.069
H 1.834615 -3.467665 0.955802  0.086
H 2.112123 -4.606141 -0.415100  0.121
H 2.563752 -2.908267 -1.936193  0.116
H 2.938692 -0.402053 -0.982108  0.107
H 1.295589 -1.474944 1.284419  0.113
H 2.245107 0.679798 2.831533  0.150
H 2.148977 2.210496 1.879832  0.141
H 0.465284 2.080590 0.258584  0.101
H -0.678991 0.750701 -1.522656  0.112
H 0.770946 2.164536 -3.362208  0.025
H 2.474277 0.714171 -2.856083  0.020
H 1.999600 3.623377 -1.826149  -0.026
H 1.051078 -1.111134 -2.445449  0.138
H -0.251047 -2.831696 -1.752381  0.130
H 0.107483 -2.679651 0.005273  0.087
H -2.342637 -2.531312 -0.783181  0.116
H -2.087674 -0.860124 -1.393626  0.103
H -1.077228 -0.639341 1.335354  0.090
H -2.911731 -0.565094 0.874311  0.117
H -2.716375 -2.032711 2.735025  0.120
H -2.905335 -3.189721 1.312225  0.125
H -1.087164 -3.938331 2.442742  0.093
F -0.910887 3.123864 -0.496587  0.006
C -2.068921 3.779927 -0.230247  -0.269
C -2.080195 4.769508 0.736452  -0.016
C -3.265129 5.444015 1.005011  -0.067
C -4.424828 5.113005 0.311181  -0.078
C -4.400088 4.112878 -0.654443  -0.070
C -3.213363 3.445015 -0.931613  -0.021
H -1.168822 5.007866 1.271904  0.117
H -3.284931 6.226092 1.754239  0.112
H -5.349247 5.636854 0.524493  0.110
H -5.304555 3.853289 -1.191321  0.112
H -3.173303 2.668997 -1.687080  0.113

Atomic forces in eV per Å
C -0.9111 -0.0864 0.8827
C 0.8822 -1.0026 -0.3450
C -0.3759 0.1031 0.2498
Cl -1.0855 -0.0381 -0.0556
C -0.4339 1.0084 -1.2115
N -1.4550 1.5900 0.3890
C -0.8788 0.7929 -0.5043
N -0.6198 -0.8767 -0.5071
N 3.9648 -2.3622 0.3328
C 0.0422 0.0692 -1.1494
P 0.8770 1.3467 0.5399
N -1.2100 -0.3232 -0.7909
C 0.2562 -0.9813 0.1615
C -0.9120 -0.2832 -0.8599
C -0.1964 -0.7446 0.8494
C -0.3330 -1.7163 -0.6086
C -0.0881 1.3902 0.7560
O -0.5401 -0.1295 -0.7788
H -0.5159 -0.8446 -1.0054
H 0.5710 0.7261 -0.9485
H -0.7472 0.6474 0.7694
H 0.7513 0.0487 -0.8442
H 0.4090 1.0898 0.6288
H 0.3967 0.4385 1.2784
H -0.7317 -0.9519 0.5868
H 0.3334 -0.2712 -0.2978
H 0.7372 0.6034 -0.5648
H -0.4517 -0.3252 0.4276
H -0.1338 -0.2755 0.0899
H 0.9814 -0.5594 0.4226
H 0.1433 -0.7883 0.4941
H -0.8444 -0.0178 0.1215
H 0.4414 -0.2696 0.5732
H -0.4529 0.3561 1.1504
H 0.1922 0.8214 1.0139
H -0.1865 0.8521 -0.8963
H 0.7082 1.1186 -0.0040
H 0.6515 -0.6588 0.7603
H -1.0705 -0.0949 -0.5034
H 1.1123 -0.2077 0.2794
H 0.2060 -0.5796 -1.0561
H 0.7718 0.6853 0.3450
H 0.0079 0.4016 -0.0177
F 0.0617 0.1084 -0.2340
C -1.0708 0.6243 0.2604
C 0.3407 -0.0774 0.0505
C -0.1280 -0.1929 -0.2034
C 0.0038 0.0235 0.0242
C 0.1354 0.1305 0.1763
C 0.2133 -0.2523 -0.1383
H -0.0211 0.0172 -0.0441
H 0.0427 -0.0689 -0.0427
H 0.0734 -0.0432 -0.0244
H 0.0916 0.0053 0.0067
H -0.0053 0.0245 0.0157

Properties
* net charge: +1
* HOMO: -11.912 eV

Entry 2:
ORCA calculation (ωB97M-V with the def2-TZVPD basis set) on a molecular structure, C17H30F3NO3P2Pb at a distorted geometry.

Last column: Löwdin charge in e.
Cartesian coordinates (Å):
Pb -0.277589 0.234869 -0.512501  1.197
P -2.401802 -1.693823 0.455351  0.737
P 2.010772 1.802605 -1.099490  0.747
N 0.913723 -1.393826 -0.311595  -0.216
H -1.609310 1.030353 -0.644059  -0.105
C -3.542593 -2.680218 -0.569494  -0.291
H -4.242568 -3.222491 0.071291  0.039
H -2.964744 -3.377984 -1.184617  0.044
H -4.094667 -1.994398 -1.227536  0.033
C -3.493795 -1.248586 1.848014  -0.288
H -4.190108 -2.067166 2.041188  0.039
H -4.041318 -0.339774 1.581326  0.038
H -2.890417 -1.036443 2.735498  0.042
C -1.379699 -3.004843 1.226199  -0.286
H -2.024207 -3.719854 1.748609  0.048
H -0.675395 -2.540748 1.927898  0.044
H -0.806976 -3.509627 0.440793  0.037
C 2.457472 2.240421 -2.810819  -0.256
H 3.256636 2.992183 -2.749212  0.049
H 1.582815 2.649505 -3.340045  0.035
H 2.805481 1.342859 -3.349202  0.055
C 2.011132 3.370576 -0.162170  -0.253
H 2.939347 3.902726 -0.420162  0.050
H 1.967052 3.168959 0.918860  0.046
H 1.131943 3.967692 -0.446288  0.036
C 3.432976 0.894409 -0.406827  -0.251
H 4.319032 1.531209 -0.540381  0.052
H 3.556562 -0.069880 -0.920943  0.049
H 3.260294 0.670369 0.656876  0.053
C 1.747631 -2.378041 -0.263115  -0.512
C 2.802364 -4.374401 -1.196648  -0.140
C 1.947261 -3.312730 -1.354983  -0.075
C 2.518005 -2.562582 0.950003  -0.071
C 3.373804 -3.640197 1.068723  -0.130
C 3.506529 -4.547262 0.007477  -0.148
H 2.931351 -5.083183 -2.031591  0.099
H 1.395665 -3.114303 -2.279969  0.090
H 2.385133 -1.807132 1.733764  0.098
H 3.938870 -3.760565 1.998411  0.097
H 4.183670 -5.403824 0.120946  0.085
C -1.849925 3.249627 -1.863449  -0.445
O -0.624494 3.142252 -2.102707  -0.037
C -2.915859 2.438440 -2.585010  -0.052
H -3.637082 3.189002 -2.933053  0.092
H -3.466437 1.559939 -2.182106  0.102
H -2.502082 2.091781 -3.510775  0.069
C -2.329006 3.484117 -0.455463  -0.049
H -2.264413 4.534627 -0.349718  0.072
H -1.800283 3.087121 0.449210  0.085
H -3.423117 3.420972 -0.310225  0.100
F -0.322989 3.247626 3.820595  0.123
C -0.342476 1.882437 3.755554  -0.490
F 0.855380 1.407942 4.182241  0.129
F -1.316866 1.435683 4.587487  0.134
C -0.568315 1.419159 2.271253  -0.567
O -1.745491 1.330273 1.871101  -0.052
O 0.513127 1.164151 1.645487  -0.128

Atomic forces in eV per Å
Pb 4.8864 -3.5317 0.7069
P 0.4951 -0.5410 0.5495
P -0.7540 -0.4048 0.6402
N -4.1032 4.3099 -0.2394
H -1.7734 1.4055 -0.3924
C -0.0754 0.2161 -0.3418
H 0.0459 -0.0664 -0.1752
H -0.1674 0.1110 0.0529
H -0.0020 -0.3372 0.1108
C -0.0388 0.3073 -0.1093
H 0.0185 0.0650 0.1233
H -0.0295 -0.1203 0.2104
H -0.1390 0.0223 -0.1533
C -0.1124 0.0678 -0.1032
H 0.1357 0.0165 -0.0149
H -0.1098 -0.1777 -0.1808
H 0.0001 0.0752 0.2233
C 0.0242 -0.0213 -0.0631
H -0.1243 -0.2004 -0.2942
H 0.3451 -0.0657 0.3003
H -0.0632 0.3714 0.2663
C 0.0254 0.1382 -0.1599
H -0.2817 0.0463 0.2146
H 0.0747 -0.0537 -0.4396
H 0.3762 -0.1668 0.0211
C -0.0496 -0.0619 -0.1857
H -0.0511 -0.3078 0.1388
H -0.0084 0.3167 0.0912
H -0.0174 0.2182 -0.3651
C 2.1247 -1.9376 -0.1072
C 0.4622 -0.4107 0.2237
C -0.4451 1.1043 0.7923
C -0.4053 0.1052 -0.8052
C -0.1496 -0.0655 -0.3137
C 0.4685 -0.6149 0.0382
H 0.0226 0.3274 0.5507
H 0.1912 -0.1797 0.3124
H 0.0668 -0.3947 -0.2481
H -0.1212 -0.1113 -0.3798
H -0.3109 0.3844 -0.0937
C 2.0131 -5.1693 2.6079
O -2.8586 1.3734 -0.4215
C -0.1511 1.2091 -2.4919
H -0.4737 -0.2632 0.2392
H 0.6876 1.0047 0.8080
H 0.4550 -0.3306 -0.6689
C -0.6811 1.6800 0.8854
H 0.5124 1.7154 0.5271
H -0.1575 -0.1212 -1.3107
H 0.4793 -0.8261 -0.3325
F 0.0405 -0.9921 0.1084
C 0.2148 -0.1659 -0.1340
F -0.9835 0.5862 0.1908
F 0.8810 0.4150 -0.5773
C -0.3230 -0.2223 0.1003
O 1.2643 0.1137 0.3263
O -1.3499 0.1557 -0.2578

Properties
* net charge: 0
* HOMO (spin up / spin down): -6.071 / -6.072 eV